121
Properties=species:S:1:pos:R:3:forces:R:3:lowdin_spin:R:1 method="wB97M-V/def2-TZVPD" s2=0.762 energy_ha=-3878.836535 lumo_energy_ha="0.1226 / 0.1226" total_charge=-2 spin_multiplicity=2
Te -3.41999 0.55451 -2.36909 -0.01 -0.04 0.11 0.000
Mo 0.00362 -0.05961 0.36809 -0.06 0.10 0.18 0.798
S 2.71912 -3.26833 2.11020 -0.07 -0.08 0.16 0.000
Si 1.83882 -0.26615 -1.42730 -0.08 0.08 -0.02 -0.009
F 6.58349 -1.22719 1.74882 0.01 0.01 0.01 0.000
O -1.69850 3.27321 -0.57069 -0.02 0.02 -0.02 0.067
O 1.76381 -0.08395 1.50994 0.03 -0.12 -0.11 0.006
O -0.61909 1.10814 2.12077 0.13 -0.08 -0.05 0.011
O -3.11306 -2.32307 2.33007 -0.02 0.02 -0.06 0.015
O -0.36045 -1.40371 -1.16710 0.05 0.00 0.01 0.009
O -0.78405 1.93468 4.18637 0.01 0.02 -0.03 0.000
O -0.84724 -3.53195 -1.60307 -0.06 -0.02 0.00 -0.001
N -3.28436 0.87193 0.78514 0.06 -0.07 0.06 0.001
N 3.22932 1.94787 4.72965 -0.03 0.02 -0.03 0.001
N -0.21712 1.54165 -0.41299 -0.09 0.19 -0.24 0.022
N 4.68394 -4.32714 0.69445 0.03 0.01 0.02 0.000
N 3.27420 -5.86175 1.85751 0.03 -0.01 0.03 0.000
N -1.42834 -1.38381 1.11695 0.08 -0.19 -0.14 0.010
C -4.95739 -0.75845 -1.72936 -0.09 0.07 -0.15 0.000
C -2.58835 -1.33094 1.81671 0.00 -0.01 0.03 0.008
C 3.97956 -6.84541 1.33726 0.00 0.01 0.01 0.000
C -3.73071 -1.59038 -6.21175 0.03 0.02 -0.03 0.000
C 0.38362 3.72811 0.47133 -0.02 0.02 -0.05 0.001
C 5.05355 -6.66344 0.47707 0.00 -0.01 0.00 0.000
C 6.49330 -4.97949 -0.74246 -0.01 0.00 0.00 0.000
C 2.15339 0.49417 2.56014 0.03 0.00 0.05 0.004
C 4.41300 -0.41188 2.13095 -0.01 -0.03 0.00 0.000
C 5.44165 1.01398 4.33042 -0.02 0.02 0.00 0.000
C 1.91385 1.92032 4.46499 0.01 -0.01 -0.02 0.001
C -6.75104 0.51049 -3.02458 0.02 -0.02 0.02 0.000
C 3.31245 0.91272 -1.16509 -0.01 -0.01 0.06 -0.004
C 0.82097 5.87360 1.48449 -0.01 -0.01 -0.01 0.000
C -3.68071 0.04093 -4.43524 0.02 0.08 -0.02 0.000
C -3.09296 -2.39883 -3.95099 -0.04 0.03 0.00 0.000
C 3.62920 -4.58905 1.51827 -0.05 0.08 -0.11 0.000
C -7.23788 -1.50140 -1.62419 0.00 -0.02 0.01 0.000
C -0.15359 1.43565 3.25496 0.03 0.00 0.04 0.002
C -3.98935 1.03574 -5.37428 -0.04 0.00 0.01 0.000
C -4.18434 0.68884 -6.71035 -0.01 -0.01 0.00 0.000
C 1.12704 0.22979 -3.09872 0.01 -0.03 -0.01 0.002
C 4.08269 1.13180 3.98618 0.04 0.00 0.03 0.000
C -6.88102 -2.52427 -0.75657 -0.01 0.01 0.00 0.000
C 5.22430 3.07518 5.65146 0.02 0.00 0.00 0.000
C 5.95542 1.75072 5.53250 -0.01 -0.01 0.01 0.000
C -6.29633 -0.59930 -2.11592 0.03 -0.01 0.03 0.000
C -4.29819 -0.99088 -8.58834 0.00 0.00 0.01 0.000
C 3.72312 2.86870 5.78256 -0.01 0.00 0.03 0.000
C 1.33368 1.23771 3.43888 -0.01 0.01 -0.01 0.001
C -1.03031 -2.72573 0.67046 -0.10 -0.02 -0.12 0.002
C 2.50467 4.16228 1.53812 0.00 0.02 0.01 0.000
C 6.25574 0.22127 3.55612 -0.03 -0.01 -0.02 0.000
C -4.07441 -0.62268 -7.14484 0.01 0.00 0.01 0.000
C -5.55869 -2.66503 -0.36692 -0.01 0.01 0.02 0.000
C -4.10819 2.48867 -4.99243 0.02 -0.01 0.01 0.000
C -4.60718 -1.78975 -0.86804 0.05 -0.02 0.06 0.000
C 1.65175 3.30929 0.85120 0.02 0.00 -0.02 0.004
C 3.56875 0.40614 2.90049 -0.02 0.00 -0.01 0.000
C 2.60441 -1.97090 -1.57563 -0.03 -0.03 0.08 -0.004
C 5.73394 -0.47141 2.46755 0.02 0.00 0.01 0.000
C 5.36560 -5.33854 0.18852 0.02 0.00 0.00 0.000
C -0.02386 5.01935 0.79196 0.00 0.02 0.01 0.004
C -3.51280 -1.28514 -4.87057 0.01 -0.03 0.01 0.000
C -0.74955 -2.61471 -0.81544 0.17 0.02 0.07 0.002
C -3.31289 0.00033 1.96379 0.00 0.07 0.04 0.000
C 2.09039 5.44792 1.85900 0.01 -0.01 0.00 0.005
C -0.60868 2.81393 -0.22637 0.03 -0.08 0.12 0.039
C 3.01293 4.21729 5.71548 -0.01 -0.02 0.00 0.000
H -4.43207 1.46812 -7.42556 0.00 0.00 0.00 0.000
H -2.91492 0.48818 2.86217 -0.01 0.00 -0.02 0.000
H -3.41217 -1.46570 -9.01542 0.00 0.00 0.00 0.000
H 0.48926 6.87418 1.73668 0.00 0.00 0.00 0.000
H -3.88950 1.66651 0.96294 -0.05 -0.02 -0.07 0.000
H -2.65437 -3.21784 -4.52131 -0.01 -0.01 0.01 0.000
H 5.56057 3.63717 6.52471 0.00 0.01 -0.01 0.000
H 1.93038 0.26708 -3.84316 0.00 0.01 0.00 0.000
H -2.36317 1.28593 0.69468 -0.05 0.04 0.01 0.000
H 0.64969 1.21041 -3.05031 0.01 0.00 0.03 0.001
H -5.12651 -1.69559 -8.69174 0.00 0.00 0.00 0.000
H -8.27596 -1.38534 -1.91994 0.00 -0.01 0.00 0.000
H 3.49477 3.81702 1.81849 0.00 0.00 0.00 0.000
H -1.01934 5.32276 0.49570 0.00 0.00 0.00 0.000
H -0.12038 -3.08504 1.17085 -0.01 0.00 -0.02 0.001
H -3.12824 2.91384 -4.76241 -0.01 0.00 0.02 0.000
H 4.00064 -1.02595 1.34003 0.00 0.00 0.00 0.000
H -6.36973 1.47248 -2.67616 0.00 0.00 0.00 0.000
H 7.03267 1.90087 5.44828 0.00 0.00 0.00 0.000
H 3.67338 -7.85143 1.62298 0.00 0.00 -0.01 0.000
H -2.35744 -2.07096 -3.21630 0.01 0.00 -0.01 0.000
H 7.30802 0.11847 3.79229 0.00 0.00 0.00 0.000
H -3.60304 -2.61926 -6.53614 0.00 0.00 0.00 0.000
H 3.15802 -2.26791 -0.68093 0.00 -0.01 0.00 0.000
H 1.85345 -2.73734 -1.77219 0.00 0.01 -0.01 0.000
H -7.84114 0.55345 -3.06043 0.00 0.00 0.00 0.000
H 3.05660 1.94483 -1.41276 -0.03 0.03 0.01 0.000
H 3.50564 4.90800 6.40171 0.00 0.00 0.00 0.000
H -3.57098 -1.90926 -0.58357 0.05 0.00 0.04 0.000
H -7.63797 -3.20241 -0.37958 0.00 0.00 0.00 0.000
H 0.38391 -0.49952 -3.42040 -0.01 0.01 -0.01 0.000
H 5.78289 1.15754 6.43765 0.01 0.00 0.00 0.000
H 1.25529 2.49970 5.09522 0.00 0.01 -0.01 0.000
H -4.71586 2.61435 -4.09604 -0.02 0.01 -0.01 0.000
H -1.81393 -3.45866 0.84871 -0.02 0.02 0.05 0.000
H 5.42426 3.68783 4.76666 0.00 0.00 0.00 0.000
H 2.75365 6.11976 2.39301 0.00 0.00 0.00 0.000
H 3.29869 -1.94820 -2.42386 0.03 -0.02 0.02 -0.001
H 3.70206 0.88556 -0.14464 0.01 0.02 -0.03 0.000
H 4.12210 0.59754 -1.83213 0.00 0.00 0.00 -0.001
H 1.96865 2.30931 0.59961 0.03 -0.04 -0.04 0.000
H 3.07233 4.62288 4.70379 0.00 0.00 0.00 0.000
H -4.52976 -0.10879 -9.18672 0.00 0.00 0.00 0.000
H 5.60874 -7.49421 0.06177 0.00 0.00 0.00 0.000
H 1.96376 4.16518 5.99618 0.00 0.01 0.01 0.000
H -5.25738 -3.43390 0.33202 0.01 -0.02 0.00 0.000
H -4.54457 3.06601 -5.80918 0.01 0.00 -0.01 0.000
H -3.94776 -2.79158 -3.39620 0.01 0.00 0.03 0.000
H -6.37788 0.36893 -4.04064 0.02 0.01 -0.03 0.000
H 7.02068 -4.10721 -0.35802 0.00 0.00 0.00 0.000
H 7.19098 -5.80914 -0.86921 0.00 0.00 -0.01 0.000
H 6.08907 -4.71281 -1.72141 0.00 0.01 0.00 0.000
H -4.34696 -0.28292 2.15965 0.00 0.01 0.01 0.000
H 3.52122 2.39892 6.75170 0.01 -0.03 -0.01 0.000